This record from OMol25 describes a molecular structure, C40H31O7S3TeW. The level of theory is the ωB97M-V functional and the def2-TZVPD basis.

Cartesian coordinates (Å):
C: 0.245 -0.661 0.681
O: -2.221 4.084 4.049
H: 3.515 -0.807 -4.210
H: -1.380 -1.104 -1.443
C: -1.486 4.820 1.998
O: -2.444 3.899 -1.330
C: -3.237 3.067 -5.684
H: -4.028 -3.829 0.520
C: 4.035 -2.018 2.397
H: -6.613 -1.855 2.245
C: 6.819 -3.861 0.592
H: 0.946 2.880 4.642
C: -0.933 -1.476 0.637
C: -1.999 4.070 -3.774
H: -3.329 0.969 -3.987
H: 2.455 1.363 -3.806
C: -2.643 4.195 2.817
C: 2.202 -0.384 -2.554
C: 5.744 -2.856 0.903
C: -3.166 -3.176 0.562
H: 6.044 -1.698 -0.873
S: -4.757 -1.359 3.729
C: -4.057 0.286 1.876
O: -1.432 1.944 0.811
C: -5.240 -0.341 1.433
C: 1.968 0.964 -2.925
C: 2.621 -3.043 -1.822
H: -0.686 4.734 -2.137
H: 3.501 -2.093 3.335
H: -2.309 0.684 -1.786
C: 3.247 -2.520 -2.972
C: -1.646 2.779 -1.646
S: -0.499 2.503 -0.280
C: 1.023 -0.639 1.810
C: 1.587 -0.896 -1.390
H: 0.955 2.768 -2.485
Te: -2.115 0.463 4.260
H: -0.189 3.770 5.269
H: -2.439 2.936 -6.416
C: -2.786 -2.445 -0.582
C: 4.491 -0.866 0.341
O: -0.001 2.925 4.834
H: -3.350 -2.555 -1.499
C: -1.494 4.059 -2.399
H: -5.719 -0.125 0.490
C: -3.666 -0.174 3.117
H: -3.726 4.017 -5.890
C: -2.434 -3.078 1.709
C: 5.479 -1.796 0.047
C: -0.502 -2.150 2.939
H: -0.783 -2.729 3.811
H: 2.787 -4.075 -1.543
H: 7.151 -3.777 -0.441
H: 7.687 -3.707 1.236
H: 1.223 -1.307 3.854
H: -3.963 2.270 -5.840
O: -0.437 4.998 2.600
C: 0.746 -0.049 -0.586
C: -2.820 1.801 -3.514
C: 1.822 -2.254 -1.047
H: -1.786 4.944 -4.378
C: 0.616 -1.366 2.960
C: 1.135 1.741 -2.191
H: 3.886 -3.154 -3.573
H: -2.701 -3.654 2.587
C: -2.277 1.632 -2.304
H: 4.284 -0.055 -0.346
O: -3.327 3.281 2.307
C: -2.686 3.036 -4.283
H: 1.370 -2.669 -0.158
H: -3.522 1.046 1.325
C: -5.725 -1.248 2.335
C: 0.501 1.222 -1.029
C: 3.759 -0.976 1.515
C: -1.299 -2.235 1.770
O: 0.495 2.348 2.312
C: 3.043 -1.219 -3.327
C: -1.696 -1.622 -0.547
W: -1.058 2.712 2.845
S: 2.553 0.285 1.887
C: 5.004 -2.953 2.081
H: 5.205 -3.765 2.771
H: 6.465 -4.878 0.759

Output
Energy (a.u.): -3598.861686
Relative energy (zero: lowest compared OMol25 entry of this formula, charge and spin) (eV): 5.219
Net charge: +1
HOMO level (spin up / spin down) (Eh): -0.3885 / -0.3887
<S²>: 2.052
2S+1: 3

This record from OMol25 describes a molecular structure, C40H32ILiN4PS3Te. The level of theory is the ωB97M-V functional and the def2-TZVPD basis.

Cartesian coordinates (Å):
Te: -0.004 2.680 -1.051
H: 5.420 2.482 -5.826
C: 3.701 3.761 -5.452
H: -0.890 -3.406 2.677
H: 3.261 -4.532 4.468
C: 2.418 1.367 -4.652
H: -3.929 4.541 1.885
H: 1.888 4.727 -4.824
H: 4.174 4.660 -5.797
N: -2.325 -0.020 -3.021
P: 0.252 -0.869 1.245
C: 2.756 -3.789 3.884
C: 4.179 -4.568 2.085
C: -0.791 2.116 3.879
C: 2.409 3.792 -4.937
I: 2.666 -1.231 -1.191
C: -0.810 0.947 3.137
H: -4.323 -2.117 -4.673
C: -2.933 0.927 -3.686
C: 0.380 2.842 3.978
C: 1.476 1.310 2.458
C: -3.844 -1.272 -4.230
H: 0.365 3.785 4.577
C: 3.157 -3.690 2.541
H: -1.725 0.368 3.153
C: -1.662 -2.779 2.303
C: 0.268 0.574 2.365
H: -2.615 6.253 3.045
S: 1.708 -0.134 -3.993
C: 2.517 -2.732 1.672
H: 0.843 5.024 0.833
C: -2.299 3.827 0.708
H: 2.357 0.995 1.906
H: 0.086 -4.183 0.219
C: -0.955 -3.485 -1.326
C: -3.778 -1.266 1.369
C: -0.783 5.732 1.990
N: -1.169 -2.451 -2.063
H: -4.283 -3.604 -2.334
C: -1.391 -1.613 1.610
C: -2.882 4.659 1.648
C: 1.114 -2.103 3.522
N: -2.679 2.240 -3.565
H: -0.154 6.486 2.490
H: 0.911 -3.145 -0.776
C: 1.429 -1.952 2.187
C: 3.099 -2.635 0.360
H: 0.313 -1.537 3.997
H: -4.607 -0.720 0.903
C: 4.385 2.544 -5.491
H: 4.275 0.444 -5.080
C: 1.781 2.610 -4.538
H: -2.850 2.859 -4.328
H: -2.314 -0.078 0.405
H: 5.427 -5.156 0.498
H: -1.706 2.482 4.329
C: -0.206 4.897 1.054
S: -2.308 -4.575 -1.240
Li: -0.259 0.017 -2.543
S: -4.141 0.306 -4.826
C: 4.620 -4.499 0.802
C: -2.472 -2.414 -2.524
C: 1.800 -2.995 4.411
H: -2.877 3.028 0.281
C: 3.738 1.375 -5.112
H: 4.615 -5.277 2.792
C: -2.905 -1.265 -3.270
C: -3.248 -3.460 -2.194
C: 1.514 2.437 3.266
H: 1.536 -2.958 5.456
H: -5.022 -2.751 2.283
C: -2.964 -3.204 2.500
C: -4.019 -2.393 2.126
C: 4.058 -3.511 -0.057
H: 2.448 3.033 3.316
C: -2.120 5.599 2.307
C: -2.487 -0.923 1.063
C: -0.938 3.875 0.425
N: 0.207 -3.853 -0.733
H: -1.924 2.486 -2.908
H: 4.434 -3.450 -1.063
H: 0.774 2.628 -4.113
H: -3.168 -4.122 3.007

Output
Energy (a.u.): -3871.813790
Relative energy (zero: lowest compared OMol25 entry of this formula, charge and spin) (eV): 0.000
Net charge: -1
HOMO level (Eh): -0.1348

This record from OMol25 describes a molecular structure, C40H32N2O13SiTl. The level of theory is the ωB97M-V functional and the def2-TZVPD basis.

Cartesian coordinates (Å):
C: -5.055 0.640 -0.638
C: 4.169 0.425 2.045
H: 2.077 -3.278 -0.583
C: 5.423 0.690 1.523
Tl: 0.758 0.242 -1.150
C: 2.111 -1.278 6.966
C: 1.074 -4.696 -1.996
N: -7.363 1.408 -0.977
C: -4.553 -1.705 -0.583
C: -0.717 3.253 0.462
C: -0.816 1.513 1.911
O: -2.023 -0.760 0.520
H: 3.311 -3.588 -3.008
C: 0.022 -4.590 1.394
H: -1.001 -4.490 -2.677
O: 3.018 -0.953 -1.252
H: 5.770 1.713 1.456
H: 2.240 -2.021 7.743
C: 0.723 -5.616 2.011
H: 2.366 -6.114 3.299
H: -3.715 3.232 2.016
Si: 1.994 -1.202 2.790
H: 1.641 1.357 4.197
H: 1.685 2.051 6.547
H: 2.013 0.370 8.337
C: 1.438 -2.947 2.468
C: 5.744 -1.655 1.119
O: -0.968 -0.682 2.846
C: -5.884 -2.006 -0.847
C: 1.647 -0.975 -4.304
C: -0.233 0.237 2.305
C: 0.008 -4.271 -3.038
H: 7.188 -0.151 0.633
O: -6.996 2.538 -0.715
O: -2.203 0.824 -1.059
C: 3.486 -1.639 -2.217
H: -7.851 -1.192 -1.202
O: 4.563 -1.507 -2.800
H: -0.159 -2.485 1.091
H: -2.486 4.448 0.217
C: 2.592 -2.832 -2.693
C: 0.380 -3.268 1.614
C: -2.021 3.639 0.760
C: 4.481 -1.917 1.624
C: 2.081 -1.673 5.636
C: 2.153 -3.996 3.059
H: 0.443 -6.648 1.841
C: 1.800 1.004 6.296
C: 3.675 -0.881 2.099
H: -2.612 1.237 3.056
C: 1.981 0.063 7.299
H: -3.819 -2.490 -0.456
H: 4.111 -2.934 1.614
C: 1.661 -3.329 -1.586
H: 1.837 -5.353 -2.414
H: 3.013 -3.783 3.686
H: 0.621 -5.194 -1.138
C: -6.381 0.321 -0.861
H: 1.671 -3.044 -4.711
H: 2.176 -2.725 5.401
O: -0.633 4.890 -1.246
O: -8.494 1.122 -1.319
C: -2.658 -0.067 -0.343
C: 0.064 3.904 -0.644
C: 1.770 0.603 4.968
C: -2.711 2.942 1.739
C: -2.109 1.842 2.315
C: 1.798 -5.317 2.836
H: 0.143 -4.741 -4.012
H: 3.553 1.251 2.389
O: 0.510 -2.471 -1.696
C: 0.231 -2.749 -3.082
O: 2.320 -0.800 -5.319
C: -4.133 -0.383 -0.492
H: -0.613 -2.155 -3.420
O: 0.974 -0.126 -3.637
O: 0.990 0.010 2.083
C: -6.812 -0.990 -0.992
H: -0.804 -4.818 0.732
H: -6.197 -3.038 -0.940
H: -4.748 1.674 -0.582
H: -0.103 5.182 -2.002
H: -1.647 -0.903 2.091
C: 1.919 -0.741 4.610
O: 1.166 3.581 -0.972
N: -0.106 2.239 1.056
C: 1.555 -2.455 -3.801
H: 6.349 -2.465 0.733
C: 6.215 -0.351 1.062

Output
Energy (a.u.): -3093.207531
Relative energy (zero: lowest compared OMol25 entry of this formula, charge and spin) (eV): 2.298
Net charge: -1
HOMO level (Eh): -0.1639

- The highest energy belongs to which entry?
  C40H32N2O13SiTl